1.
20
Properties=species:S:1:pos:R:3:lowdin_charge:R:1 method="wB97M-V/def2-TZVPD" homo_energy_ev=-7.6742 e_above_lowest_kcal_mol=206.1 lumo_ev=-4.134
C 1.48711 0.73937 0.90840 0.06
C 2.73783 0.40792 0.59579 -0.16
C 3.30184 -0.20688 -0.46726 0.18
O -2.15024 0.62439 -1.17772 -0.38
N 0.23108 0.47940 0.15929 -0.03
C 0.11982 -0.84895 -0.21299 -0.41
N -0.71730 -1.42787 0.86812 -0.01
H -2.28879 1.04923 -2.03017 -0.07
H 1.35394 0.71266 2.06361 0.17
H 3.42607 0.53005 1.39623 0.10
H 2.89974 -0.36777 -1.47748 0.11
H 4.34205 -0.48570 -0.34055 0.09
H -0.09738 1.15444 -0.51994 0.11
H -0.42794 -0.99117 -1.19377 0.12
H 1.13512 -1.48624 -0.23783 0.13
H -1.09888 -2.31016 0.51891 0.06
H -1.58502 -0.71663 0.76950 0.13
H -5.04149 1.15952 0.19792 -0.01
H -3.49522 0.93362 -0.34045 0.00
O -4.13235 1.05077 0.52041 -0.20

***

2.
20
Properties=species:S:1:pos:R:3:lowdin_charge:R:1 method="wB97M-V/def2-TZVPD" smiles="NCCCNC=O.O" homo_energy_ev=-9.1870 e_above_lowest_kcal_mol=59.0 lumo_ev=0.911
O -0.39076 2.37939 0.84106 -0.02
C -0.83394 1.91840 -0.18331 -0.33
N 0.06990 1.13663 -0.87923 0.02
C -0.46082 -0.06162 -1.58473 -0.19
C -0.12414 -1.40500 -0.83622 -0.17
C -0.64096 -1.82073 0.62186 -0.25
N -0.11411 -0.89344 1.64867 -0.01
H -1.80457 2.15401 -0.45660 0.11
H 0.96518 0.94075 -0.28876 0.10
H -1.51853 -0.10341 -1.76582 0.10
H -0.06419 -0.14176 -2.59854 0.10
H 0.94416 -1.37715 -0.68941 0.09
H -0.46083 -2.14164 -1.54640 0.09
H -0.29740 -2.80757 0.92539 0.10
H -1.74876 -1.84820 0.61497 0.10
H 0.92777 -0.99507 1.47066 0.09
H -0.42201 0.04127 1.50934 0.01
H 2.52891 2.24707 0.96810 0.04
H 1.34628 1.34273 1.45063 0.08
O 2.09884 1.43535 0.77837 -0.07

***

3.
20
Properties=species:S:1:pos:R:3:lowdin_charge:R:1 method="wB97M-V/def2-TZVPD" smiles="NCCCNC=O.O" homo_energy_ev=-9.6377 e_above_lowest_kcal_mol=26.6 lumo_ev=0.876
O 0.54429 2.68916 0.30645 -0.02
C 0.03866 1.97833 -0.55531 -0.34
N 0.32354 0.68227 -0.68420 0.03
C -0.28282 -0.18388 -1.72204 -0.18
C -0.49251 -1.60537 -1.19931 -0.19
C -1.28626 -1.67750 0.10201 -0.29
N -0.70916 -2.68866 0.99427 -0.01
H -0.67313 2.39069 -1.28530 0.14
H 0.89083 0.21467 0.01598 0.14
H -1.25644 0.26038 -1.97272 0.12
H 0.38827 -0.16943 -2.58390 0.12
H 0.48710 -2.05003 -1.07006 0.11
H -1.04802 -2.12633 -1.96531 0.10
H -2.34246 -1.86091 -0.11885 0.11
H -1.23177 -0.70619 0.60254 0.10
H -1.21874 -2.73045 1.86904 0.06
H -0.76071 -3.59961 0.55302 0.07
H 1.34631 1.87473 1.71028 0.00
H 1.49387 0.92934 2.99545 0.03
O 1.83772 1.12532 2.12076 -0.09

***

4.
20
Properties=species:S:1:pos:R:3:lowdin_charge:R:1 method="wB97M-V/def2-TZVPD" multiplicity=2 total_charge=+1 homo_energy_ev="-14.0180 / -13.9394" e_above_lowest_kcal_mol=36.1 lumo_ev="-3.279 / -8.394"
C 0.13661 1.04750 -0.22194 -0.13
N 0.57012 0.69059 1.08403 0.05
C 1.91726 0.56812 1.35675 -0.30
O 2.72502 0.91234 0.53918 0.07
C 0.45279 -0.09087 -1.27712 -0.32
C -0.48537 -1.31465 -0.99561 0.02
N 0.18899 0.39279 -2.56704 0.31
H 0.61458 1.95452 -0.56127 0.14
H -0.94650 1.18882 -0.18220 0.14
H -0.09002 0.26791 1.72976 0.10
H 2.15863 0.13799 2.33132 0.15
H 1.45054 -0.48101 -1.09125 0.15
H -1.41306 -1.30743 -1.56322 0.09
H 0.04851 -2.21970 -1.28888 0.10
H -0.67409 -1.39686 0.07050 0.08
H -0.69919 0.87286 -2.66328 0.16
H 0.55418 -0.04628 -3.40106 0.17
H -2.93380 -0.39086 3.12934 0.06
H -1.53611 -0.73400 2.58860 -0.01
O -2.03906 -0.05179 2.98340 -0.03